This record from the OMol25 dataset describes an isolated molecule of C10F21N. The level of theory is wB97M-V/def2-TZVPD.

```
32
C10F21N, DFT wB97M-V/def2-TZVPD
F -2.96253 0.96089 -1.16212
F -2.47909 2.21063 -2.86455
F -1.49325 2.60865 -1.00195
F -0.16503 -4.07443 -2.40566
F 0.98792 -2.28192 -2.76197
F -0.85903 -2.68320 -3.69685
F 0.57670 1.32112 -2.57462
F -0.83318 0.17614 -3.31260
F -0.97862 -2.62785 -0.48368
F -2.12377 -1.41329 -1.79085
F 0.99536 2.36037 3.10764
F 1.86527 0.77133 4.18718
F -0.92280 0.37298 3.82630
F 0.30290 -1.26875 3.20264
F 3.15151 1.76413 1.91172
F 2.96850 -0.21281 1.90280
F -1.80215 -0.63083 1.46615
F -1.18344 1.41670 1.49697
F 1.25624 2.04954 0.02238
F 2.51906 0.36438 -0.53871
F 0.78728 -1.34423 0.48827
N -0.32409 -0.39059 -1.05339
C -1.90744 1.65221 -1.75924
C -0.30995 -2.70788 -2.57707
C -0.62907 0.76181 -2.09591
C -0.98348 -1.78298 -1.51073
C 1.23905 1.02970 3.05888
C -0.00195 0.08908 2.89331
C 2.16483 0.83403 1.79664
C -0.71737 0.11835 1.52750
C 1.57484 0.70438 0.41567
C 0.28682 -0.14766 0.28584
```

Summary:
* net charge: 0
* orbital gap: 0.423 Ha
* SMILES string: FC(F)(F)C(F)(F)N(C(F)(F)C(F)(F)F)C1(F)C(F)(F)C(F)(F)C(F)(F)C(F)(F)C1(F)F

Löwdin atomic charge list, values in e, 8 entries:
1. F 0.13
2. F 0.15
3. F 0.21
4. F 0.13
5. F 0.13
6. F 0.25
7. F 0.10
8. F 0.10

---

This record from the OMol25 dataset describes a cluster of 15 separate species, H30O15 in total. The level of theory is wB97M-V/def2-TZVPD.

```
45
H30O15, DFT wB97M-V/def2-TZVPD
O -0.86338 2.64698 0.96861
H -0.97678 2.78111 1.89956
H -0.03390 3.06257 0.73496
O 1.68386 3.67946 0.73168
H 2.05004 2.84602 0.41337
H 1.46404 3.73630 1.70876
O 0.15126 0.77687 3.15753
H 1.03678 0.45769 3.25426
H 0.16491 1.70065 3.35668
O -1.25878 0.30359 -2.56620
H -0.90733 0.60565 -3.42875
H -1.86610 0.94045 -2.20982
O -0.29771 -0.28514 0.28413
H -0.32149 -0.42219 -0.69579
H 0.16986 0.52309 0.47418
O 0.75694 2.06048 -1.69680
H 1.55347 1.49763 -1.67972
H 0.06406 1.43176 -1.96060
O -0.88875 -2.56968 -1.18766
H -0.34671 -3.07942 -1.78074
H -1.36813 -3.24338 -0.68909
O 1.50202 -1.53726 -2.74307
H 0.93011 -2.27964 -2.80445
H 1.61271 -1.21209 -3.66811
O -2.60722 0.77871 2.05295
H -2.28999 0.06995 2.68434
H -1.86028 1.28131 1.71296
O -1.38557 -1.76464 2.37789
H -1.03855 -1.65006 3.22567
H -0.73145 -1.30414 1.87066
O 2.38179 0.53250 0.12285
H 3.23445 0.59663 -0.33397
H 1.97897 -0.24430 -0.20361
O -3.17834 -0.94233 -0.21188
H -2.49416 -1.65186 -0.34272
H -2.59368 -0.35751 0.23006
O 1.57417 -2.39776 0.12392
H 0.69553 -2.40617 -0.28813
H 1.45030 -3.16066 0.76221
O -1.80758 -2.18689 -3.73285
H -2.60582 -1.97492 -4.16171
H -1.67261 -1.75768 -2.88671
O 2.92275 1.20552 2.73542
H 2.74103 0.84636 1.83148
H 3.27525 2.06643 2.55823
```

Summary:
* net charge: 0
* orbital gap: 0.356 Ha

Löwdin atomic charge list, values in e, 8 entries:
1. O -0.04
2. H 0.02
3. H -0.01
4. O -0.06
5. H 0.02
6. H 0.09
7. O -0.02
8. H 0.01

---

This record from the OMol25 dataset describes a structure of composition C14H29P2Pd. The level of theory is wB97M-V/def2-TZVPD.

```
46
C14H29P2Pd, DFT wB97M-V/def2-TZVPD
C -1.44706 -0.96381 -0.62261
C -1.45165 -0.12148 -1.86446
C -1.75799 1.24442 -1.76224
C -2.08349 1.57424 -0.44075
C -2.03587 0.63553 0.61747
Pd -0.32499 0.55384 -0.38275
P 1.62206 -1.30465 -0.70851
H -1.53045 -2.11566 -0.59640
H -1.34966 -0.30216 -2.93733
H -1.78979 1.99360 -2.64605
H -2.49698 0.66525 1.65449
H -2.39607 2.61116 -0.43090
H 3.01612 -0.95856 -0.66574
H 1.54766 -1.89830 -1.98255
H 1.71819 -2.42235 0.13287
C -0.92806 0.76466 3.84420
C 0.22550 1.58742 3.30454
C 1.03082 2.18360 4.48365
P 1.05151 0.71288 1.89218
C 2.40342 1.97621 1.50841
C 3.68340 1.88428 2.34508
C 2.70255 2.00970 0.00542
C 1.80116 -0.84556 2.73162
C 2.47759 -0.73324 4.10021
C 0.72530 -1.94862 2.78718
H -0.63307 -0.08245 4.45565
H -1.55885 0.32562 3.07842
H -1.56756 1.40566 4.45787
H -0.21914 2.41340 2.72088
H 1.56887 1.43845 5.08478
H 1.76321 2.92310 4.14616
H 0.31269 2.68351 5.15431
H 1.90855 2.93297 1.75212
H 4.18271 0.91548 2.22273
H 4.38038 2.67779 2.03055
H 3.48883 2.03026 3.41184
H 1.80142 2.07899 -0.61853
H 3.31455 2.88789 -0.22927
H 3.25916 1.12995 -0.33620
H 2.56790 -1.16084 2.00284
H 1.74990 -0.54933 4.90042
H 2.98969 -1.68279 4.33276
H 3.23559 0.05117 4.13005
H 0.13507 -2.03453 1.86396
H 1.21299 -2.92453 2.95033
H 0.02056 -1.79906 3.61893
```

Summary:
* <S²>: 6.0261
* net charge: +1
* orbital gap (spin up / spin down): 0.252 / 0.279 Ha
* spin multiplicity: 5

Löwdin atomic charge list, values in e, 8 entries:
1. C -0.21
2. C -0.30
3. C -0.21
4. C -0.28
5. C -0.11
6. Pd 0.80
7. P 0.78
8. H 0.09

---

This record from the OMol25 dataset describes a cluster of 6 separate species, C32H65B2Cl2F14O10S in total. The level of theory is wB97M-V/def2-TZVPD.

```
126
C32H65B2Cl2F14O10S, DFT wB97M-V/def2-TZVPD
C 0.80152 -0.43941 2.72158
C 1.89836 -0.28463 1.63131
Cl 3.43602 -0.77622 2.42080
C 1.48890 -1.15305 0.41530
Cl 0.58068 -0.05404 -0.72611
B 2.67703 -2.03168 -0.32905
O 3.91873 -1.34401 -0.66205
O 2.76584 -3.28573 0.45249
C 2.33460 -4.35294 -0.24679
F 1.39937 -5.17653 0.39152
C 2.01400 -3.92141 -1.71941
C 0.55537 -4.03217 -2.25454
C -0.52812 -3.65147 -1.23747
C -1.83414 -3.33701 -1.95626
F -1.70719 -2.05370 -2.38903
F -2.01542 -4.03546 -3.08173
C -3.09879 -3.31654 -1.07251
F -2.88634 -2.57930 -0.00171
F -4.03419 -2.63778 -1.77104
C -3.80158 -4.67003 -0.73555
F -4.18704 -5.23608 -1.86780
F -4.95474 -4.27809 -0.14875
C -3.12265 -5.61958 0.30542
F -2.30403 -5.00563 1.10426
F -4.06831 -6.07099 1.10312
S -2.24453 -7.16119 -0.36413
F -3.58501 -7.68781 -1.00613
F -1.78919 -6.42270 -1.66783
F -0.90252 -6.78656 0.37312
F -2.64185 -7.95343 0.96356
F -1.53325 -8.46351 -0.89735
C 2.91243 -4.58039 -2.78070
B 2.95786 -6.15952 -2.70939
O 4.15516 -6.84916 -2.85734
O 1.85055 -6.96742 -2.46308
O 2.17501 -2.53752 -1.64707
H -0.13634 0.02743 2.42873
H 0.71254 -1.51495 2.89079
H 1.21764 -0.02915 3.64197
H 1.89831 0.76924 1.36338
H 0.76007 -1.86812 0.79049
H 3.71270 -0.42210 -0.85699
H 3.24597 -4.98529 -0.26262
H 0.29005 -5.00408 -2.68497
H 0.48661 -3.31341 -3.07110
H -0.28265 -2.75020 -0.68131
H -0.61532 -4.45283 -0.50204
H 2.58075 -4.21833 -3.75879
H 3.92917 -4.20055 -2.64015
H 4.17572 -7.45805 -2.10411
H 1.34821 -6.52389 -1.75886
C -3.13216 1.67945 -3.14761
C -2.66755 1.76398 -1.70384
O -1.68717 2.76493 -1.47926
C -2.07128 4.09432 -1.75583
C -3.23928 4.58418 -0.91383
H -2.27822 1.56237 -3.81668
H -3.80306 0.82935 -3.27894
H -3.67002 2.57990 -3.45437
H -2.20152 0.81781 -1.42724
H -3.51831 1.90453 -1.02616
H -2.28479 4.21787 -2.82482
H -1.19526 4.70954 -1.53907
H -4.15899 4.04500 -1.14770
H -3.41908 5.64565 -1.09567
H -3.03291 4.43645 0.14770
C -0.16010 4.45016 5.66850
C 0.83215 3.40032 5.19414
O 0.47242 2.78693 3.97472
C 0.36383 3.63016 2.84187
C 1.65084 4.34048 2.46446
H -1.16739 4.03231 5.71156
H 0.11536 4.81098 6.66093
H -0.18941 5.31062 4.99752
H 0.87867 2.59680 5.93069
H 1.84197 3.82183 5.12734
H -0.44963 4.35247 2.98239
H 0.06568 2.98049 2.01761
H 1.95291 5.06051 3.22909
H 1.51846 4.88278 1.52648
H 2.46728 3.62587 2.34808
C -0.64416 8.05476 -0.78535
C 0.78344 7.78885 -0.33607
O 1.35419 6.63175 -0.91625
C 1.46753 6.62728 -2.32722
C 2.34620 7.74033 -2.87428
H -1.26670 7.17305 -0.62178
H -1.06638 8.89344 -0.22975
H -0.69465 8.30006 -1.84781
H 0.78853 7.61967 0.74174
H 1.41996 8.66242 -0.51892
H 0.47472 6.65191 -2.79113
H 1.90901 5.66519 -2.58771
H 1.90676 8.72460 -2.69976
H 2.48093 7.62116 -3.94992
H 3.32448 7.72697 -2.39131
C 9.89687 -0.57421 -0.85461
C 9.22382 0.45996 0.03400
O 7.89945 0.76135 -0.34501
C 6.97674 -0.32657 -0.31566
C 6.80183 -0.94208 1.05851
H 9.83878 -0.27385 -1.90228
H 10.94678 -0.68750 -0.57706
H 9.42138 -1.55198 -0.76620
H 9.77660 1.39956 -0.03291
H 9.26015 0.14992 1.08522
H 7.26178 -1.08731 -1.04953
H 6.02321 0.07820 -0.64464
H 7.72045 -1.42786 1.40158
H 6.01197 -1.69153 1.03605
H 6.54174 -0.17602 1.79113
C -9.59795 -1.26142 1.68525
C -8.59261 -0.21179 1.24046
O -7.52506 -0.02290 2.14809
C -6.70692 -1.15571 2.39181
C -6.00598 -1.68534 1.15277
H -9.96150 -1.04117 2.69050
H -10.44692 -1.28687 1.00042
H -9.15732 -2.25948 1.70621
H -9.09553 0.75355 1.16552
H -8.20788 -0.44189 0.24048
H -7.28791 -1.94820 2.87766
H -5.95705 -0.83235 3.11452
H -6.71689 -2.08817 0.42879
H -5.31608 -2.48260 1.42090
H -5.44919 -0.88831 0.65732
```

Summary:
* net charge: -1
* orbital gap: 0.292 Ha

Löwdin atomic charge list, values in e, 8 entries:
1. C -0.15
2. C -0.73
3. Cl 0.67
4. C -0.53
5. Cl 0.65
6. B -1.01
7. O 0.05
8. O 0.10

---

This record from the OMol25 dataset describes a structure of composition C3H2FInO2. The level of theory is wB97M-V/def2-TZVPD.

```
9
C3H2FInO2, DFT wB97M-V/def2-TZVPD
F -2.75752 0.81129 0.00876
H -3.13653 -1.59506 -0.65860
O -0.62346 0.26907 -0.28384
C -1.82490 -0.18616 -0.34399
C -2.35455 -1.33290 0.10614
H -1.69837 -2.12263 0.46626
In 1.09602 0.00921 -0.25815
O 4.44184 0.16700 -0.15823
C 3.32617 0.10733 -0.17266
```

Summary:
* net charge: +2
* orbital gap (spin up / spin down): 0.332 / 0.216 Ha

Löwdin atomic charge list, values in e, 8 entries:
1. F 0.17
2. H 0.18
3. O -0.14
4. C -0.30
5. C 0.31
6. H 0.14
7. In 1.38
8. O 0.28

---

This record from the OMol25 dataset describes a structure of composition C28H42NO2PtSi. The level of theory is wB97M-V/def2-TZVPD.

```
75
C28H42NO2PtSi, DFT wB97M-V/def2-TZVPD
O -3.45423 -1.92364 -4.53897
C -4.49194 -2.81122 -4.04116
C -4.98879 -3.19853 -5.42748
H -5.22024 -2.24691 -3.45326
H -4.07370 -3.64773 -3.47350
C -3.88665 -2.21385 -5.90696
H -6.00710 -2.87997 -5.63566
H -4.81901 -4.24669 -5.67219
C -4.40775 -0.93684 -6.54000
H -5.19088 -0.48425 -5.91763
H -4.79343 -1.13949 -7.54805
H -3.58564 -0.21323 -6.61620
C -2.78097 -2.85325 -6.72664
H -2.38375 -3.74581 -6.22495
H -1.96588 -2.13062 -6.86860
H -3.16866 -3.13959 -7.71566
Pt 2.15409 0.83557 1.23593
C 3.48607 -0.75746 0.91390
C 2.61738 -1.20098 2.04003
C 1.59244 -2.03408 1.46610
H 2.94074 -1.18541 3.07815
C 1.78901 -2.09505 0.05914
C 2.89699 -1.30609 -0.30357
H 3.32378 -1.21202 -1.29528
H 4.49615 -0.38494 1.04638
H 0.87291 -2.61519 2.03370
H 1.24165 -2.74539 -0.61804
C 2.87485 2.65824 0.42017
C 3.08492 1.72077 -0.69214
C 1.85942 1.67126 -1.44589
H 4.05200 1.33395 -0.99217
C 0.86264 2.37643 -0.75314
C 1.43323 2.92881 0.45793
H 0.95199 3.61484 1.14550
H 3.64391 3.11889 1.02548
H 1.75810 1.24314 -2.43643
H -0.14214 2.56788 -1.11009
O -0.95682 -0.08644 -0.97023
C -0.66217 -0.64432 -2.26628
C -1.55882 -1.85908 -2.47883
H 0.40889 -0.91281 -2.31839
H -0.84689 0.13575 -3.02313
C -2.60549 -1.76694 -1.34931
H -0.97883 -2.78410 -2.37849
H -1.99351 -1.81783 -3.47298
C -1.78414 -1.05437 -0.28112
H -2.99757 -2.73384 -1.02439
H -3.45132 -1.13517 -1.66886
H -1.14544 -1.79684 0.23410
H -2.36809 -0.51939 0.47327
C -1.18355 1.61572 2.19986
Si 0.01497 1.83038 3.62700
C 0.04282 3.60478 4.21813
C -0.58683 0.68021 4.97771
N 1.69844 1.45454 3.14222
C 2.77416 1.59967 3.98957
C 4.09250 1.53922 3.48333
C 5.19483 1.62821 4.32517
C 5.01044 1.81162 5.70403
C 3.71257 1.89662 6.23124
C 2.60865 1.80719 5.39342
H -1.91579 2.43714 2.22233
H -1.74299 0.67716 2.31503
H -0.72651 1.59788 1.20171
H -0.97826 3.90522 4.49271
H 0.68593 3.75055 5.09633
H 0.39866 4.27515 3.42412
H -0.78447 -0.31565 4.55749
H 0.12034 0.56552 5.80724
H -1.53086 1.06740 5.39087
H 4.23003 1.42235 2.39590
H 6.19453 1.56538 3.88899
H 5.87753 1.89597 6.36112
H 3.55914 2.04395 7.30241
H 1.60239 1.89762 5.80797
```

Summary:
* <S²>: 2.0225
* net charge: -1
* orbital gap (spin up / spin down): 0.147 / 0.201 Ha
* spin multiplicity: 3

Löwdin atomic charge list, values in e, 8 entries:
1. O -0.14
2. C -0.16
3. C -0.07
4. H 0.12
5. H 0.12
6. C -0.56
7. H 0.11
8. H 0.11